The following is a quantum chemistry calculation of C4H8N2 in the gas phase in a non-equilibrium geometry, from the Open Molecules 2025 dataset.

```
14
C4H8N2 (ωB97M-V with the def2-TZVPD basis set)
C -0.867 0.645 1.714
C -0.355 0.458 0.283
N 0.043 -0.867 0.169
C 0.960 -0.571 -1.032
C 0.288 -0.434 -2.327
N -0.519 -0.507 -3.161
H -1.522 1.437 1.759
H 0.071 0.880 2.372
H -1.592 -0.330 1.943
H 0.426 1.283 0.110
H -1.249 0.051 -0.462
H 0.894 -1.279 0.770
H 1.444 0.527 -0.892
H 1.978 -1.293 -1.245
```

Values from the calculation:
**Orbital gap**: 10.89 eV
**Energy relative to the best compared isomer or geometry (same formula, charge and spin)**: 442.2 kJ/mol
**Structure (SMILES)**: CCNCC#N
**Highest occupied orbital energy**: -0.3728 hartree

The following is a quantum chemistry calculation of 15 unconnected molecules or ions with the total composition C18H62F3N28O16 in a non-equilibrium geometry, from the Open Molecules 2025 dataset.

```
127
C18H62F3N28O16 (ωB97M-V with the def2-TZVPD basis set)
C -0.055 -1.125 -0.102
O 0.088 -0.038 0.796
O -0.976 -1.955 0.481
C -0.381 -0.415 -1.487
F 0.179 0.879 -1.500
F 0.157 -1.095 -2.514
F -1.656 -0.264 -1.813
C 1.226 0.150 1.673
C 1.100 1.628 2.100
H 1.956 1.720 2.774
H 1.054 2.314 1.260
H 0.206 1.723 2.718
H 2.178 0.013 1.158
H 1.016 -0.579 2.452
H 0.893 -1.665 -0.206
C -0.315 1.379 -4.783
O -1.351 0.732 -4.614
N 0.518 1.240 -5.877
N -0.111 2.553 -4.101
H 0.090 0.680 -6.597
H 1.237 1.898 -6.108
H -0.747 2.755 -3.351
H 0.635 3.186 -4.314
C -3.678 0.964 0.788
O -4.640 1.745 0.719
N -2.381 1.392 0.583
N -3.731 -0.370 1.167
H -1.592 0.769 0.444
H -2.268 2.328 0.228
H -2.844 -0.806 0.941
H -4.275 -0.571 1.988
C 2.885 3.014 6.708
O 2.396 3.294 7.790
N 4.108 3.396 6.227
N 2.211 2.203 5.804
H 4.530 4.171 6.708
H 4.562 3.027 5.417
H 1.233 2.020 5.922
H 2.710 1.693 5.100
C 3.595 1.911 -3.322
O 4.264 1.586 -4.308
N 2.389 1.341 -2.984
N 4.204 2.560 -2.276
H 1.954 1.454 -2.089
H 1.838 0.931 -3.721
H 3.790 2.723 -1.378
H 5.084 2.959 -2.558
C 2.228 -4.071 1.683
O 2.644 -3.063 2.251
N 2.536 -4.283 0.367
N 1.683 -5.156 2.298
H 3.143 -3.695 -0.187
H 2.176 -5.121 -0.052
H 1.536 -6.011 1.802
H 1.366 -5.045 3.245
C -2.716 -5.206 0.927
O -3.399 -6.214 0.803
N -3.200 -3.926 0.845
N -1.346 -5.267 0.834
H -2.576 -3.121 0.877
H -4.065 -3.767 0.359
H -0.864 -4.385 0.979
H -0.889 -6.159 0.899
C -4.086 1.630 4.930
O -4.592 0.870 5.763
N -4.811 2.244 3.963
N -2.724 1.611 4.773
H -4.370 2.888 3.328
H -5.764 1.976 3.817
H -2.254 1.083 5.486
H -2.307 2.014 3.953
C 2.465 5.460 -1.050
O 2.053 5.775 -2.146
N 3.774 5.480 -0.600
N 1.773 4.688 -0.117
H 4.317 6.233 -1.003
H 4.005 5.259 0.349
H 0.843 4.372 -0.333
H 2.047 4.719 0.846
C 2.992 -2.360 -6.235
O 4.118 -1.881 -6.412
N 2.191 -2.268 -5.136
N 2.425 -3.231 -7.161
H 2.525 -1.714 -4.367
H 1.541 -2.962 -4.812
H 2.835 -3.477 -8.041
H 1.445 -3.450 -7.074
C -5.268 0.235 -3.244
O -5.612 -0.493 -4.173
N -6.004 0.566 -2.133
N -3.978 0.732 -3.155
H -5.658 1.033 -1.315
H -6.946 0.216 -2.201
H -3.246 0.336 -3.727
H -3.701 1.202 -2.314
C 4.307 -1.713 -1.720
O 4.651 -2.762 -1.155
N 5.036 -0.564 -1.550
N 3.055 -1.458 -2.256
H 5.826 -0.666 -0.935
H 4.920 0.268 -2.093
H 2.828 -0.533 -2.582
H 2.354 -2.171 -2.175
C -1.363 -4.830 -2.846
O -1.440 -5.063 -4.056
N -0.528 -5.533 -2.032
N -2.191 -3.956 -2.219
H -0.565 -5.455 -1.031
H 0.135 -6.137 -2.484
H -2.086 -3.676 -1.258
H -2.839 -3.550 -2.874
C -1.678 5.046 3.132
O -2.465 4.160 3.425
N -1.720 6.332 3.623
N -0.556 4.908 2.314
H -2.374 6.473 4.376
H -0.986 6.996 3.496
H 0.125 5.638 2.316
H -0.475 4.176 1.635
C -1.711 -2.498 4.167
O -2.187 -2.599 5.304
N -1.388 -3.627 3.411
N -1.794 -1.356 3.399
H -2.050 -4.378 3.484
H -0.925 -3.408 2.539
H -1.318 -1.301 2.508
H -2.169 -0.516 3.809
```

Values from the calculation:
**Orbital gap**: 7.72 eV
**Energy relative to the best compared isomer or geometry (same formula, charge and spin)**: 326.6 kJ/mol
**Highest occupied orbital energy**: -0.2584 hartree
**Total charge**: -1

The following is a quantum chemistry calculation of a molecular structure, CH5F3N3 in a non-equilibrium geometry, from the Open Molecules 2025 dataset.

```
12
CH5F3N3 (ωB97M-V with the def2-TZVPD basis set)
C 0.199 0.107 -0.653
N -1.183 0.140 -0.709
N 0.587 -0.425 0.687
N -1.914 -0.973 -0.645
F 1.924 -0.795 0.771
F -3.176 -0.712 -0.842
F -1.730 -1.403 0.922
H 0.554 1.162 -0.880
H 0.602 -0.623 -1.464
H -1.903 0.908 -0.513
H -0.052 -1.234 0.714
H 0.354 0.145 1.474
```

Values from the calculation:
**Orbital gap**: 11.26 eV
**Energy relative to the best compared isomer or geometry (same formula, charge and spin)**: 137.3 kJ/mol
**Highest occupied orbital energy**: -0.5842 hartree
**Total charge**: +1

The following is a quantum chemistry calculation of C21H24N2O4S in the gas phase in a non-equilibrium geometry, from the Open Molecules 2025 dataset.

```
52
C21H24N2O4S (ωB97M-V with the def2-TZVPD basis set)
O 0.912 0.252 1.885
C 1.203 -0.230 0.694
N 2.404 -0.578 0.240
C 3.484 -0.763 0.914
C 4.068 -1.889 1.342
C 4.820 -2.647 -0.041
C 5.883 -1.454 -0.292
C 5.528 0.097 -0.220
C 6.444 0.770 -0.897
C 6.024 2.182 -1.032
C 4.892 2.624 -0.454
C 4.005 1.574 0.485
C 4.369 0.263 0.428
C 0.025 -0.332 -0.313
C 0.125 0.062 -1.701
C -0.918 -0.179 -2.460
C -2.281 -0.563 -1.961
C -2.332 -0.649 -0.762
S -4.035 -1.315 -0.111
O -3.793 -1.912 1.049
O -4.759 -1.676 -1.405
N -4.703 0.164 0.711
C -5.178 1.164 -0.498
C -4.055 2.172 -0.516
O -3.916 2.781 0.601
C -3.318 1.727 1.484
C -4.091 0.647 1.681
C -1.305 -0.917 0.154
H 2.383 -1.097 -0.682
H 3.135 0.023 1.777
H 3.231 -2.680 1.441
H 4.667 -1.959 2.274
H 5.178 -3.652 0.277
H 4.097 -2.520 -0.715
H 6.587 -1.718 -1.188
H 6.691 -1.631 0.732
H 7.265 0.462 -1.453
H 6.608 2.948 -1.292
H 4.643 3.764 -0.309
H 3.123 2.088 0.971
H 1.046 0.259 -2.137
H -0.779 0.136 -3.555
H -3.070 -0.746 -2.756
H -5.452 0.725 -1.358
H -6.078 1.588 -0.199
H -4.685 3.130 -1.046
H -3.351 1.929 -1.104
H -3.178 2.462 2.316
H -2.292 1.582 0.948
H -3.704 -0.200 2.311
H -4.993 0.937 2.273
H -1.440 -0.931 1.145
```

Values from the calculation:
**Orbital gap**: 8.39 eV
**Energy relative to the best compared isomer or geometry (same formula, charge and spin)**: 1792.4 kJ/mol
**Structure (SMILES)**: O=C(N[C@H]1CCCc2ccccc21)c1cccc(S(=O)(=O)N2CCOCC2)c1
**Highest occupied orbital energy**: -0.3166 hartree

The following is a quantum chemistry calculation of a molecular structure, C12H19CuN4O2 in a non-equilibrium geometry, from the Open Molecules 2025 dataset.

```
38
C12H19CuN4O2 (ωB97M-V with the def2-TZVPD basis set)
Cu 1.228 -0.138 0.069
C -0.965 -1.742 -1.132
C -0.013 -1.400 -2.282
N 0.705 -0.155 -2.034
C -0.005 1.080 -2.340
C -0.554 1.726 -1.093
C -1.474 2.765 -1.126
C -1.921 3.289 0.077
C -1.465 2.759 1.275
C -0.545 1.719 1.233
C 0.005 1.081 2.484
N 0.761 -0.138 2.206
C 0.074 -1.399 2.466
C -0.913 -1.751 1.347
N -0.191 -1.840 0.093
N -0.102 1.257 0.067
H -1.492 -2.673 -1.371
H -1.703 -0.946 -1.005
H -0.574 -1.359 -3.221
H 0.739 -2.187 -2.356
H 1.625 -0.224 -2.475
H -0.826 0.895 -3.046
H 0.680 1.789 -2.816
H -1.822 3.162 -2.068
H -2.622 4.108 0.083
H -1.805 3.153 2.220
H -0.824 0.876 3.176
H 0.660 1.810 2.970
H 1.656 -0.132 2.683
H -0.463 -1.373 3.422
H 0.834 -2.182 2.507
H -1.668 -0.966 1.249
H -1.420 -2.688 1.611
H 0.411 -2.658 0.076
O 3.124 -1.321 -1.922
C 3.496 -1.378 -0.768
O 2.869 -1.023 0.276
H 4.501 -1.796 -0.531
```

Values from the calculation:
**Orbital gap (alpha / beta)**: 9.47 / 8.73 eV
**Expectation value of S²**: 0.753
**Highest occupied orbital energy (alpha / beta)**: -0.4584 / -0.4628 hartree
**Total charge**: +1
**Spin multiplicity**: 2